# 1
C51H75GeN5O6SeSi3Y | wB97M-V/def2-TZVPD

Values from the calculation:
2S+1: 2
Total charge: -2
HOMO level (spin up / spin down) in hartree: -0.041 / -0.045
Energy in eV: -220386.146

Cartesian coordinates (Å):
Y -0.04 -0.63 -0.54
C -2.96 -3.28 4.63
C -2.41 -4.28 3.60
C -2.20 -3.67 2.25
C -2.98 -3.79 1.14
C -4.29 -4.51 1.02
C -5.48 -3.57 1.24
C -2.35 -3.00 0.10
N -1.21 -2.39 0.60
C -1.08 -2.82 1.89
C -0.01 -2.56 2.75
C 1.16 -1.86 2.46
C 2.36 -1.77 3.24
C 2.52 -2.33 4.62
C 2.85 -3.83 4.64
C 3.28 -1.06 2.48
C 2.60 -0.72 1.26
C 2.47 1.37 -0.30
C 1.93 1.48 -1.71
N 0.74 0.89 -1.99
C 0.56 0.96 -3.33
C -0.81 0.68 -3.82
C -1.47 -0.64 -3.54
N -1.34 -1.33 -2.39
C -2.42 -2.19 -2.33
C -2.82 -2.94 -1.20
C -3.18 -2.09 -3.52
C -2.59 -1.09 -4.28
C -3.02 -0.57 -5.62
C -2.17 -1.11 -6.77
C -4.42 -2.86 -3.83
C -4.14 -4.28 -4.33
C 1.62 1.61 -3.93
C 2.53 1.93 -2.88
C 3.84 2.63 -3.04
C 4.93 1.75 -3.68
C 1.79 1.87 -5.40
C 2.09 0.59 -6.19
N 1.35 -1.20 1.28
C 4.69 -0.78 2.89
C 5.67 -1.89 2.48
H -3.06 -3.74 5.62
H -3.94 -2.91 4.32
H -2.29 -2.42 4.72
H -3.10 -5.12 3.51
H -1.46 -4.69 3.97
H -4.33 -5.32 1.74
H -4.37 -4.96 0.03
H -5.42 -3.12 2.23
H -6.43 -4.10 1.16
H -5.47 -2.76 0.51
H -0.06 -3.02 3.73
H 1.59 -2.16 5.18
H 3.30 -1.78 5.15
H 2.07 -4.40 4.14
H 2.95 -4.20 5.67
H 3.79 -4.02 4.12
H 3.32 2.05 -0.20
H -0.87 0.90 -4.88
H -3.72 -3.52 -1.36
H -2.98 0.53 -5.62
H -4.07 -0.83 -5.79
H -1.13 -0.81 -6.66
H -2.52 -0.74 -7.74
H -2.20 -2.20 -6.79
H -5.00 -2.33 -4.59
H -5.06 -2.92 -2.94
H -3.55 -4.25 -5.25
H -5.06 -4.83 -4.53
H -3.56 -4.84 -3.59
H 4.19 2.98 -2.07
H 3.71 3.52 -3.67
H 5.06 0.84 -3.09
H 5.89 2.27 -3.74
H 4.63 1.45 -4.69
H 2.60 2.58 -5.55
H 0.88 2.33 -5.81
H 3.00 0.11 -5.81
H 2.22 0.79 -7.26
H 1.28 -0.13 -6.06
H 4.73 -0.68 3.98
H 5.03 0.17 2.48
H 5.36 -2.85 2.90
H 6.69 -1.68 2.83
H 5.69 -1.99 1.39
O 1.67 2.97 1.27
C 1.45 1.92 0.68
O 0.30 1.28 0.90
C 3.03 -0.13 -0.09
C 4.53 -0.07 -0.26
C 5.18 -0.91 -1.10
C 4.49 -1.87 -1.89
C 3.11 -1.82 -1.82
N 2.37 -1.03 -1.06
H 5.07 0.70 0.29
H 6.26 -0.82 -1.18
H 5.00 -2.54 -2.56
H 2.53 -2.48 -2.47
C -1.22 3.10 5.31
Si 0.04 2.55 4.01
C 1.51 3.70 4.26
C 0.59 0.84 4.51
Ge -0.95 2.62 1.81
Si -1.00 4.90 1.08
C -1.06 5.84 2.72
C -2.58 5.36 0.21
C 0.46 5.53 0.12
Si -3.05 1.43 1.99
C -4.00 2.87 2.78
C -4.28 0.56 0.90
C -2.77 0.19 3.38
H -0.77 2.98 6.31
H -2.14 2.50 5.29
H -1.51 4.15 5.19
H 2.26 3.19 4.87
H 1.22 4.62 4.76
H 1.98 3.95 3.30
H 0.72 0.80 5.60
H 1.55 0.60 4.03
H -0.11 0.07 4.20
H -1.96 5.54 3.29
H -1.12 6.92 2.53
H -0.19 5.65 3.35
H -3.40 5.48 0.93
H -2.88 4.60 -0.51
H -2.44 6.32 -0.31
H 1.38 5.42 0.69
H 0.30 6.59 -0.13
H 0.57 4.95 -0.80
H -4.37 3.56 2.00
H -3.38 3.45 3.47
H -4.86 2.49 3.34
H -4.52 1.13 0.00
H -5.19 0.42 1.50
H -3.89 -0.41 0.58
H -2.22 0.61 4.22
H -2.21 -0.69 3.02
H -3.75 -0.16 3.73
O -3.33 2.79 -1.48
Se -1.86 2.10 -1.56
O -1.75 1.72 -3.26
O -1.86 0.68 -0.67
O -0.72 3.16 -1.10

# 2
C51H78BF4IrN3O3 | wB97M-V/def2-TZVPD

Values from the calculation:
2S+1: 2
HOMO level (spin up / spin down) in hartree: -0.276 / -0.276
Energy in eV: -79156.772

Cartesian coordinates (Å):
Ir -0.48 0.49 0.04
C 2.53 6.51 4.03
C 1.93 5.38 4.87
C 0.67 5.91 5.55
C 2.93 4.98 5.97
C 1.63 4.18 3.98
C 0.37 3.64 3.82
C 0.16 2.55 2.98
C -1.18 1.91 2.86
N -1.75 1.98 1.49
C -3.14 1.53 1.59
C -3.78 1.36 0.24
N -2.93 0.54 -0.63
C -2.68 1.15 -1.95
C -1.83 2.41 -1.90
N -0.56 2.33 -1.09
C -0.53 3.44 -0.09
C -1.65 3.34 0.92
C 0.62 2.53 -1.98
C 0.90 1.36 -2.86
C 0.95 1.49 -4.23
C 1.38 0.43 -5.03
C 1.80 -0.71 -4.37
C 1.75 -0.90 -2.99
C 1.26 0.17 -2.22
O 1.22 0.13 -0.88
C 2.28 -2.23 -2.44
C 1.66 -3.39 -3.25
C 3.80 -2.26 -2.61
C 1.96 -2.49 -0.97
C 1.44 0.59 -6.55
C 2.53 1.60 -6.90
C 0.09 1.09 -7.08
C 1.75 -0.73 -7.25
C -3.45 -0.83 -0.76
C -3.03 -1.90 0.24
C -3.78 -3.07 0.09
C -3.47 -4.23 0.76
C -2.40 -4.18 1.64
C -1.64 -3.05 1.87
C -1.94 -1.88 1.12
O -1.23 -0.76 1.38
C -0.53 -3.05 2.93
C -0.35 -4.44 3.55
C 0.83 -2.66 2.33
C -0.89 -2.10 4.07
C -4.25 -5.53 0.57
C -4.95 -5.89 1.89
C -5.31 -5.42 -0.52
C -3.29 -6.67 0.19
C 1.20 1.99 2.24
O 0.96 0.98 1.41
C 2.52 2.47 2.44
C 2.67 3.55 3.29
C 3.73 1.81 1.77
C 3.66 2.00 0.25
C 3.77 0.31 2.10
C 5.04 2.42 2.26
H 2.77 7.37 4.66
H 1.83 6.83 3.26
H 3.45 6.19 3.53
H 0.92 6.78 6.17
H 0.21 5.17 6.20
H -0.08 6.23 4.82
H 3.12 5.82 6.63
H 3.88 4.66 5.55
H 2.53 4.15 6.57
H -0.48 4.03 4.36
H -1.88 2.39 3.56
H -1.12 0.85 3.09
H -3.73 2.25 2.19
H -3.13 0.58 2.12
H -3.98 2.32 -0.24
H -4.75 0.88 0.38
H -3.62 1.39 -2.46
H -2.15 0.40 -2.54
H -2.41 3.26 -1.54
H -1.56 2.63 -2.93
H -0.59 4.39 -0.62
H 0.43 3.39 0.42
H -2.60 3.60 0.47
H -1.47 4.07 1.71
H 1.47 2.70 -1.32
H 0.45 3.43 -2.57
H 0.66 2.44 -4.68
H 2.17 -1.53 -4.97
H 2.01 -3.41 -4.28
H 0.58 -3.31 -3.25
H 1.93 -4.34 -2.79
H 4.10 -2.11 -3.65
H 4.20 -3.22 -2.28
H 4.27 -1.47 -2.01
H 0.89 -2.47 -0.78
H 2.44 -1.76 -0.31
H 2.34 -3.49 -0.71
H 2.32 2.58 -6.46
H 2.60 1.73 -7.99
H 3.50 1.27 -6.53
H -0.16 2.08 -6.68
H -0.72 0.40 -6.81
H 0.12 1.18 -8.16
H 2.75 -1.10 -7.00
H 1.72 -0.59 -8.33
H 1.03 -1.51 -6.99
H -3.11 -1.20 -1.72
H -4.54 -0.78 -0.80
H -4.60 -3.05 -0.62
H -2.16 -5.08 2.20
H -0.07 -5.19 2.81
H -1.26 -4.78 4.06
H 0.44 -4.39 4.30
H 1.14 -3.38 1.57
H 1.59 -2.65 3.11
H 0.80 -1.67 1.87
H -1.85 -2.38 4.52
H -0.96 -1.07 3.72
H -0.13 -2.14 4.85
H -5.66 -5.10 2.18
H -4.23 -6.00 2.70
H -5.51 -6.82 1.79
H -6.07 -4.67 -0.28
H -5.81 -6.38 -0.64
H -4.86 -5.15 -1.48
H -2.56 -6.86 0.98
H -2.74 -6.42 -0.72
H -3.85 -7.59 0.02
H 3.67 3.94 3.44
H 2.80 1.46 -0.16
H 4.56 1.61 -0.22
H 3.58 3.06 0.00
H 2.88 -0.20 1.74
H 3.85 0.16 3.18
H 4.64 -0.14 1.63
H 5.14 3.48 1.97
H 5.87 1.88 1.80
H 5.16 2.34 3.34
F -2.01 -3.84 -3.14
B -2.59 -2.80 -3.68
F -1.91 -1.92 -4.37
F -3.90 -2.66 -3.58
F -0.97 -0.87 -1.40

Which value of 2S+1 does entry 2 give?
2

Look up the energy of the first one.
-220386.146 eV